Record 1
Entry from OMol25: a structure of composition C27H35ClN4O4P2Sn (wB97M-V/def2-TZVPD).

Summary:
- calculated total energy (eV) = -79637.3921
- gap between HOMO and LUMO (eV) = 6.7

Last column: Löwdin charge in e.
Cartesian coordinates (Å):
Sn: 0.9300 2.9174 1.3196  1.2213
C: 0.6741 -1.3587 -2.3396  -0.1172
C: 1.4108 -0.2901 -2.6521  -0.0946
C: 0.9948 0.9780 -3.3557  -0.2039
C: 0.0436 1.9432 -2.5980  -0.1842
C: -1.4252 1.6540 -2.4869  -0.1107
C: -2.0407 0.4846 -2.6962  -0.0915
C: -1.4848 -0.6273 -3.5355  -0.2004
C: -0.6878 -1.7108 -2.8212  -0.1904
C: -1.1516 2.2159 1.5975  -0.3475
H: 1.1286 -2.0845 -1.6696  0.0957
H: 2.4419 -0.2212 -2.2813  0.1074
H: 0.6190 0.8130 -4.3750  0.0996
H: 1.9362 1.5463 -3.4632  0.0872
H: 0.4744 2.0665 -1.5939  0.0665
H: 0.1306 2.9219 -3.0970  0.0868
H: -2.0046 2.4987 -2.0934  0.0955
H: -3.0628 0.3267 -2.3204  0.1081
H: -0.8903 -0.2084 -4.3518  0.0971
H: -2.3585 -1.1244 -3.9865  0.1141
H: -1.2295 -2.0683 -1.9491  0.1099
H: -0.6406 -2.5595 -3.5073  0.1141
H: -1.0653 1.5278 2.4571  -0.0115
H: -1.6600 1.6781 0.7772  0.0040
H: -1.7075 3.1299 1.8623  -0.0264
P: 0.0049 6.5957 -4.0935  1.0806
P: 3.2139 5.4537 -4.5247  1.0690
N: -1.5181 6.3489 -4.9219  -0.2834
N: -0.2857 8.3531 -3.8651  -0.2560
N: 2.9106 4.3496 -5.8843  -0.2635
N: 4.9136 5.7127 -4.8932  -0.2743
C: 0.9677 6.7787 -5.6594  -0.4106
C: 2.4806 6.9428 -5.3973  -0.3908
C: -2.5291 5.5159 -4.4418  -0.1476
C: -3.6094 5.5904 -5.3059  -0.0965
C: -3.2681 6.5049 -6.3530  -0.0788
C: -1.9741 6.9509 -6.0986  -0.1425
C: -0.2977 8.9444 -2.5987  -0.1577
C: -0.4418 10.3185 -2.7482  -0.1028
C: -0.5178 10.5927 -4.1513  -0.0858
C: -0.4316 9.3707 -4.8112  -0.1489
C: 2.1599 3.1946 -5.6649  -0.1631
C: 1.9898 2.5210 -6.8586  -0.0846
C: 2.5851 3.3217 -7.8874  -0.0766
C: 3.1024 4.4626 -7.2711  -0.1554
C: 5.6997 5.7140 -6.0590  -0.1259
C: 6.9979 6.1173 -5.7369  -0.0850
C: 7.0155 6.3839 -4.3218  -0.1031
C: 5.7431 6.1392 -3.8367  -0.1688
H: 0.6464 7.6508 -6.2427  0.0535
H: 0.7658 5.8733 -6.2561  0.0839
H: 3.0155 7.1208 -6.3480  0.0791
H: 2.6752 7.7979 -4.7225  0.0785
H: -2.3590 4.9446 -3.5431  0.0846
H: -4.5403 5.0547 -5.2076  0.0892
H: -3.8747 6.8175 -7.1867  0.0908
H: -1.3497 7.6087 -6.6818  0.0821
H: -0.1968 8.3271 -1.7184  0.0888
H: -0.4833 11.0482 -1.9545  0.0871
H: -0.6110 11.5536 -4.6405  0.0924
H: -0.4490 9.1688 -5.8732  0.0802
H: 1.7892 3.0005 -4.6783  0.0481
H: 1.5058 1.5684 -6.9908  0.0904
H: 2.6335 3.1128 -8.9475  0.0937
H: 3.5671 5.3347 -7.7182  0.0915
H: 5.3091 5.4278 -7.0216  0.0726
H: 7.8293 6.1992 -6.4334  0.0938
H: 7.8775 6.7085 -3.7494  0.0910
H: 5.3323 6.2329 -2.8475  0.0854
O: 1.7749 -1.2069 0.7049  -0.2844
Cl: 0.7522 -0.3223 1.2012  0.7584
O: -0.5763 -0.8081 0.9115  -0.2870
O: 0.9187 0.0233 2.5886  -0.3412
O: 0.9541 1.0522 0.3425  -0.6794

=====

Record 2
Entry from OMol25: a cluster of 2 separate species, C27H22O2S in total (wB97M-V/def2-TZVPD).

Summary:
- calculated total energy (eV) = -43283.6584
- gap between HOMO and LUMO (eV) = 3.6

Last column: natural (NBO) charge in e.
Cartesian coordinates (Å):
C: 4.1785 -4.5745 -0.8018  -0.2567
O: 4.4765 -3.1769 -1.0343  -0.4889
C: 3.4758 -2.3885 -1.5003  0.3270
C: 3.7717 -1.0071 -1.6585  -0.2695
C: 2.8001 -0.1411 -2.0820  -0.1746
C: 1.4793 -0.6031 -2.3628  -0.2829
S: 0.2894 0.4400 -2.8480  -0.0957
C: 1.2016 -1.9914 -2.2110  -0.1170
C: 2.1739 -2.8695 -1.7935  -0.3411
H: 5.1011 -4.9724 -0.3825  0.2028
H: 3.3496 -4.6942 -0.0885  0.1795
H: 3.9316 -5.0882 -1.7414  0.1845
H: 4.7806 -0.6745 -1.4277  0.2245
H: 3.0048 0.9168 -2.2154  0.2262
H: 0.1992 -2.3538 -2.4210  0.2160
H: 1.9424 -3.9281 -1.6595  0.2176
C: -6.0523 4.2095 -0.1096  -0.2580
O: -4.7145 4.5217 -0.5731  -0.4866
C: -3.7819 3.5430 -0.4404  0.3412
C: -2.4233 3.8986 -0.6318  -0.2652
C: -1.4357 2.9823 -0.3450  -0.1490
C: -1.7477 1.6885 0.1513  -0.0562
C: -0.7270 0.7655 0.5615  0.0819
C: -0.8442 -0.6776 0.5859  -0.0224
C: 0.3416 -1.2147 1.2023  -0.0388
C: 0.4897 -2.5778 1.3974  -0.1936
C: -0.5462 -3.4308 0.9941  -0.1915
C: -1.6976 -2.9179 0.3727  -0.2321
C: -1.8387 -1.5453 0.1412  -0.1715
C: 1.2025 -0.1006 1.5623  -0.0305
C: 0.5404 1.1178 1.1683  -0.0296
C: 1.0939 2.3448 1.5259  -0.1810
C: 2.3131 2.3619 2.2175  -0.2253
C: 2.9614 1.1669 2.5790  -0.1830
C: 2.4003 -0.0772 2.2556  -0.1917
C: -3.1132 1.3408 0.2760  -0.1583
C: -4.1194 2.2284 -0.0414  -0.3180
H: -6.6047 5.1369 -0.2454  0.2062
H: -6.5025 3.4056 -0.7083  0.1810
H: -6.0504 3.9149 0.9502  0.1862
H: -2.1893 4.9089 -0.9661  0.2323
H: -0.3917 3.2401 -0.5198  0.2261
H: 1.4057 -2.9432 1.8598  0.2135
H: -0.4580 -4.5048 1.1632  0.2145
H: -2.4951 -3.5978 0.0659  0.2180
H: -2.7017 -1.1532 -0.3906  0.2204
H: 0.5673 3.2640 1.2854  0.2198
H: 2.7650 3.3199 2.4837  0.2180
H: 3.9047 1.2083 3.1253  0.2167
H: 2.8591 -1.0241 2.5374  0.2150
H: -3.4000 0.3674 0.6649  0.2167
H: -5.1659 1.9355 0.0730  0.2230

=====

Record 3
Entry from OMol25: a structure of composition C37H34N8O5PRuS2Si (wB97M-V/def2-TZVPD).

Summary:
- calculated total energy (eV) = -102498.6484
- ⟨S²⟩ = 8.76
- gap between HOMO and LUMO (spin up / spin down) (eV) = 8.3 / 7.5
- spin multiplicity = 6

Last column: Löwdin spin population.
Cartesian coordinates (Å):
Ru: 0.4300 -0.0194 -0.2086  3.9559
C: -3.7659 2.9199 2.5827  0.0007
N: -2.4116 2.5108 2.2518  0.0014
C: -1.2707 2.9329 2.8813  0.0027
C: -0.2298 2.3176 2.2462  0.0051
N: -0.7190 1.5382 1.2457  0.0810
C: -2.0313 1.6622 1.2617  0.0048
P: -3.1828 0.8488 0.1169  0.0015
C: -2.5769 -0.8546 0.3497  0.0139
N: -1.4035 -1.1985 0.8577  0.0552
C: -1.3858 -2.5623 0.8963  0.0064
C: -2.5593 -3.0466 0.3990  0.0035
N: -3.3077 -1.9545 0.0468  0.0068
C: -4.5927 -1.9863 -0.6305  0.0009
C: -2.3554 1.3497 -1.4260  0.0050
N: -1.0491 1.4250 -1.5785  0.0726
C: -0.8159 1.9555 -2.8094  0.0051
C: -2.0171 2.2279 -3.4062  0.0028
N: -2.9899 1.8591 -2.5153  0.0011
C: -4.4218 1.8857 -2.7575  0.0007
H: -3.7219 3.5807 3.4440  0.0002
H: -4.3766 2.0547 2.8330  0.0000
H: -4.2213 3.4542 1.7508  0.0000
H: -1.3039 3.6153 3.7124  0.0005
H: 0.8254 2.3691 2.4509  0.0002
H: -0.5223 -3.1024 1.2473  0.0000
H: -2.9162 -4.0501 0.2448  0.0003
H: -5.0974 -2.9167 -0.3822  0.0000
H: -4.4552 -1.9284 -1.7109  0.0003
H: -5.2041 -1.1521 -0.2910  0.0001
H: 0.1876 2.1139 -3.1726  0.0006
H: -2.2620 2.6516 -4.3653  0.0005
H: -4.6290 2.6126 -3.5394  0.0001
H: -4.9436 2.1851 -1.8513  0.0000
H: -4.7722 0.9055 -3.0779  0.0000
O: 3.8947 -3.2773 -0.2772  0.0037
S: 3.8203 -1.8620 -0.0588  0.0101
O: 4.3013 -0.9849 -1.0907  0.0017
N: 2.3124 -1.4169 0.4092  0.0752
C: 2.3082 -0.8795 1.6361  0.0109
O: 1.2898 -0.3283 2.0855  0.0828
C: 3.6250 -0.9409 2.3327  0.0024
C: 3.9503 -0.5306 3.6127  0.0011
C: 5.2708 -0.6669 4.0207  0.0001
C: 6.2341 -1.1940 3.1629  0.0012
C: 5.9051 -1.5989 1.8745  0.0009
C: 4.5880 -1.4559 1.4892  0.0055
H: 3.1901 -0.1200 4.2640  0.0003
H: 5.5609 -0.3586 5.0166  0.0000
H: 7.2563 -1.2883 3.5058  0.0001
H: 6.6485 -2.0059 1.2026  0.0000
O: 3.0270 2.7735 -2.3584  0.0702
S: 3.0299 2.1187 -1.0546  0.0858
N: 1.7964 1.4579 -0.5870  0.1494
O: -0.2525 -1.3048 -1.6069  0.2261
Si: -0.2963 -2.0142 -3.0581  0.0293
C: 0.5040 -3.7049 -3.0061  0.0038
C: 1.2005 -4.1424 -1.8820  -0.0002
C: 1.8167 -5.3875 -1.8592  0.0000
C: 1.7344 -6.2211 -2.9636  -0.0001
C: 1.0438 -5.8044 -4.0959  0.0003
C: 0.4387 -4.5581 -4.1130  0.0007
C: 0.5093 -0.9532 -4.3703  0.0020
C: 0.0884 -0.9095 -5.7010  0.0007
C: 0.7495 -0.1265 -6.6375  0.0001
C: 1.8477 0.6331 -6.2576  0.0001
C: 2.2898 0.5987 -4.9422  0.0002
C: 1.6278 -0.1938 -4.0152  -0.0008
C: -2.1051 -2.3080 -3.5348  0.0034
C: -2.7449 -3.5075 -3.2072  0.0010
C: -4.0817 -3.7277 -3.5166  0.0001
C: -4.8140 -2.7460 -4.1705  0.0008
C: -4.2015 -1.5449 -4.5044  0.0000
C: -2.8668 -1.3306 -4.1806  0.0012
H: 1.2717 -3.4938 -1.0176  -0.0004
H: 2.3754 -5.6953 -0.9852  0.0000
H: 2.2151 -7.1916 -2.9490  0.0000
H: 0.9843 -6.4495 -4.9641  0.0000
H: -0.0921 -4.2439 -5.0074  0.0001
H: -0.7728 -1.4898 -6.0168  0.0000
H: 0.4051 -0.1063 -7.6645  0.0000
H: 2.3598 1.2487 -6.9867  0.0000
H: 3.1397 1.1918 -4.6308  0.0001
H: 2.0014 -0.2171 -2.9963  -0.0002
H: -2.1801 -4.2932 -2.7170  0.0001
H: -4.5481 -4.6719 -3.2616  0.0000
H: -5.8495 -2.9226 -4.4345  0.0001
H: -4.7591 -0.7847 -5.0399  0.0000
H: -2.3969 -0.3939 -4.4635  0.0000